The following is a DFT calculation (ωB97M-V with the def2-TZVPD basis set) of a structure of composition C52H27F21GeInN3O7P2S4.

```
118
Properties=species:S:1:pos:R:3:forces:R:3:lowdin_charge:R:1
In -0.2461 -0.8704 0.3359 -1.3 0.7 -0.4 0.5006
F -4.1698 -2.8425 2.6763 0.0 0.3 0.3 0.1684
C -2.8952 -2.8148 2.3270 -0.1 -0.3 -0.2 -0.6276
F -2.8275 -2.3414 1.0704 0.0 0.1 0.1 0.0579
F -2.4618 -4.0734 2.2777 0.1 -0.2 0.2 0.1299
S -1.8175 -1.7796 3.4928 -0.9 0.0 -0.2 0.6321
O -1.3310 -0.7161 2.6442 0.2 -0.1 -0.1 -0.3949
O -2.6648 -1.3850 4.5585 -0.1 -0.5 0.5 -0.2111
N -0.7044 -2.7834 3.9390 0.1 0.0 0.3 -0.2548
S 0.5270 -2.8194 2.9685 0.2 -1.4 1.4 0.6627
O 0.0669 -2.7877 1.5912 -0.2 0.0 -1.2 -0.3919
O 1.6021 -2.0040 3.4081 0.2 -0.3 0.6 -0.2296
C 1.0830 -4.6062 3.1181 -0.2 -0.5 0.1 -0.6448
F 0.0263 -5.3994 2.9466 -0.1 0.1 0.0 0.1419
F 1.9729 -4.9279 2.1839 0.0 0.5 0.0 0.1520
F 1.6135 -4.8722 4.3075 -0.1 0.4 0.0 0.1586
C 1.3899 -1.4731 -4.0291 0.0 -0.1 -0.2 -0.1138
N 1.0560 -1.1978 -2.6392 0.0 -0.1 0.2 -0.4952
P 1.1491 -2.3669 -1.4161 -0.7 -0.1 -1.1 1.0247
C 2.7860 -3.1081 -1.6639 0.0 0.0 0.2 -0.3381
C 3.8525 -2.3281 -2.0953 -0.1 0.0 0.0 -0.0974
C 5.0927 -2.9052 -2.2977 0.1 0.1 0.0 -0.0615
C 5.2770 -4.2594 -2.0702 0.0 0.0 0.0 -0.0718
C 4.2177 -5.0340 -1.6257 0.1 -0.1 0.1 -0.0643
C 2.9776 -4.4607 -1.4078 0.0 0.1 0.0 -0.0790
C 0.0611 -3.7412 -1.9566 0.2 0.2 0.3 -0.3463
C 0.3294 -4.4761 -3.1072 -0.1 0.0 0.0 -0.0892
C -0.5530 -5.4599 -3.5159 0.1 0.0 -0.1 -0.0619
C -1.6885 -5.7349 -2.7702 0.0 0.0 0.1 -0.0657
C -1.9506 -5.0202 -1.6119 -0.1 0.0 0.0 -0.0514
C -1.0808 -4.0186 -1.2145 0.2 0.1 0.1 -0.0977
P 0.2925 0.2681 -2.2111 0.1 -0.3 -0.5 0.9933
C -1.3293 0.1430 -3.0380 0.1 0.1 0.1 -0.3903
C -2.0672 1.2727 -3.3818 0.1 0.0 0.0 -0.1200
C -3.3684 1.1437 -3.8317 0.0 0.1 0.0 -0.0639
C -3.9477 -0.1102 -3.9433 -0.1 0.0 0.0 -0.0699
C -3.2253 -1.2380 -3.5914 -0.2 0.0 0.0 -0.0627
C -1.9317 -1.1070 -3.1222 0.3 0.0 0.0 -0.1077
C 1.1890 1.5234 -3.1863 -0.2 0.0 0.4 -0.3293
C 2.2623 2.1536 -2.5611 0.0 -0.1 0.0 -0.0861
C 2.8919 3.2261 -3.1685 0.1 0.1 0.0 -0.0646
C 2.4666 3.6607 -4.4143 0.0 0.0 0.0 -0.0715
C 1.4401 2.9970 -5.0675 -0.1 0.0 -0.1 -0.0695
C 0.7921 1.9392 -4.4548 0.0 0.0 0.0 -0.0997
H 2.2418 -2.1503 -4.0813 0.0 0.0 -0.1 0.0747
H 1.6645 -0.5359 -4.5149 0.0 -0.1 0.0 0.0760
H 0.5492 -1.9147 -4.5723 0.0 0.0 0.0 0.0877
H 3.7034 -1.2701 -2.2398 0.1 0.1 -0.1 0.0998
H 5.9221 -2.2963 -2.6252 0.0 0.1 -0.1 0.1073
H 6.2462 -4.7090 -2.2316 0.1 0.0 0.0 0.1052
H 4.3632 -6.0877 -1.4431 0.0 -0.1 0.1 0.1071
H 2.1582 -5.0586 -1.0370 0.0 -0.1 0.0 0.1149
H 1.2348 -4.2894 -3.6647 0.1 0.0 -0.1 0.1061
H -0.3441 -6.0241 -4.4112 0.0 -0.1 -0.1 0.1074
H -2.3570 -6.5229 -3.0810 -0.1 -0.1 0.0 0.1071
H -2.8224 -5.2444 -1.0148 -0.1 0.0 0.0 0.1132
H -1.2570 -3.4600 -0.3035 -0.2 -0.1 0.0 0.0593
H -1.6234 2.2510 -3.2799 0.0 0.1 0.0 0.0978
H -3.9398 2.0246 -4.0879 0.0 0.1 0.0 0.1079
H -4.9678 -0.1987 -4.2853 -0.1 0.0 -0.1 0.1051
H -3.6690 -2.2199 -3.6682 -0.1 -0.1 0.0 0.1073
H -1.3809 -1.9845 -2.8109 -0.1 0.0 -0.1 0.0720
H 2.5976 1.7922 -1.6002 0.0 0.1 0.1 0.0828
H 3.6957 3.7393 -2.6600 0.1 0.0 0.0 0.1074
H 2.9329 4.5165 -4.8798 0.1 0.0 0.0 0.1056
H 1.1273 3.3183 -6.0503 0.0 0.0 -0.1 0.1065
H -0.0247 1.4407 -4.9558 -0.1 0.0 -0.1 0.1058
F -1.9425 5.0083 2.3478 0.2 0.4 0.3 0.1012
C -0.7088 4.7283 1.9032 0.0 -0.2 -0.2 -0.2233
C -0.4924 3.4723 1.3731 -0.1 -0.5 0.0 -0.1259
C 0.7393 3.2221 0.8142 -0.1 0.5 0.0 -0.2254
F 0.9264 2.0488 0.1876 0.3 0.3 0.0 0.0324
C 1.7699 4.1521 0.8513 -0.2 -0.1 0.0 -0.1202
F 2.9649 3.8740 0.3149 0.0 0.0 0.0 0.1124
C 1.5509 5.3861 1.4578 -0.3 -0.2 0.0 -0.1192
F 2.5376 6.2819 1.5250 -0.1 -0.1 0.0 0.1276
C 0.2920 5.6899 1.9720 0.0 -0.2 -0.1 -0.1249
F 0.0614 6.8880 2.5113 0.0 -0.1 0.0 0.1259
Ge -1.9962 2.1420 1.4633 -0.5 1.5 0.2 0.8332
S -2.2751 0.4926 0.0439 0.6 -0.4 0.1 0.4633
C -2.6081 1.9577 3.3505 0.2 -0.3 -0.6 -0.1138
C -3.6685 1.1027 3.5776 -0.1 0.3 0.2 -0.2731
F -4.2247 0.5100 2.5121 -0.3 -0.2 0.3 0.0697
C -4.1613 0.8309 4.8463 0.1 0.4 -0.1 -0.1679
F -5.1979 0.0176 5.0210 0.0 -0.1 0.0 0.1356
C -3.5465 1.4279 5.9411 0.1 0.1 -0.4 -0.1220
F -3.9790 1.1836 7.1771 0.0 0.0 -0.2 0.1353
C -2.4706 2.2866 5.7401 0.1 0.0 -0.1 -0.1217
F -1.8807 2.8670 6.7913 -0.1 -0.1 -0.1 0.1179
C -2.0117 2.5404 4.4525 -0.2 -0.1 0.1 -0.2083
F -0.9853 3.3793 4.2920 0.0 0.0 0.3 0.1032
C -3.3026 3.3226 0.4415 0.1 -0.3 0.1 -0.1454
C -4.6008 3.6362 0.7912 0.2 0.0 -0.1 -0.2059
F -5.0454 3.2406 1.9885 -0.4 0.1 0.0 0.1068
C -5.4425 4.3611 -0.0475 0.1 -0.1 0.0 -0.1305
F -6.6964 4.6460 0.3105 0.1 0.0 0.0 0.1222
C -4.9732 4.7871 -1.2858 0.2 -0.2 0.2 -0.1278
F -5.7684 5.4839 -2.0989 0.1 -0.1 0.1 0.1276
C -3.6704 4.4852 -1.6670 0.0 0.0 0.1 -0.1381
F -3.2072 4.8823 -2.8585 0.0 0.0 0.1 0.1109
C -2.8682 3.7696 -0.7928 0.0 0.0 0.1 -0.2388
F -1.5918 3.5117 -1.1471 -0.2 0.1 -0.5 0.0600
O 0.5477 1.4151 2.9835 0.4 -0.4 0.1 0.0820
C 1.4135 0.6558 2.5783 -0.3 1.3 1.1 -0.4881
N 1.2462 -0.2074 1.5782 0.6 -1.0 -1.1 -0.1748
S 2.6053 -0.9095 1.0420 1.6 0.6 -0.1 0.6427
O 2.5979 -2.3444 1.0520 0.5 0.1 0.3 -0.3165
O 2.8219 -0.3673 -0.2824 0.4 0.4 0.0 -0.3349
C 3.6561 -0.1770 2.2790 -0.8 0.2 0.1 -0.1839
C 4.9973 -0.3218 2.5449 0.0 -0.2 -0.2 -0.0193
C 5.5152 0.3531 3.6447 -0.1 -0.1 -0.2 -0.0538
C 4.6989 1.1419 4.4412 -0.1 0.1 0.1 -0.0479
C 3.3487 1.2939 4.1555 -0.1 -0.1 -0.2 0.0251
C 2.8325 0.6235 3.0588 0.2 0.1 0.2 -0.1166
H 5.6119 -0.9474 1.9183 0.2 -0.1 0.0 0.1223
H 6.5623 0.2555 3.8794 0.1 0.0 0.0 0.1087
H 5.1151 1.6419 5.3015 0.1 0.1 0.1 0.1097
H 2.6973 1.8971 4.7704 0.0 0.1 0.0 0.1292
```
Forces are in eV/Å.

Calculated total energy in eV: -253839.151
Energy relative to the best compared isomer or geometry (same formula, charge and spin) in kJ/mol: 142.3
Max |F| in hartree/bohr: 0.039
Multiplicity: 1
Total charge: 0
Highest occupied orbital energy in eV: -8.94